This record from OMol25 describes 15 unconnected molecules or ions with the total composition C41H61N15O6 at a distorted geometry. The level of theory is ωB97M-V with the def2-TZVPD basis set.

Structure (XYZ):
```
123
Properties=species:S:1:pos:R:3:forces:R:3:mulliken_charge:R:1
H -0.594 -0.836 2.871 -0.21 -0.31 0.49 -0.11
C 7.046 1.686 7.226 -0.03 -0.03 0.05 -0.55
H -7.315 0.665 -6.087 0.02 0.00 0.04 0.25
C 0.092 -0.054 5.751 0.21 0.14 0.00 -0.61
H 6.363 0.891 6.934 -0.06 0.00 0.02 0.09
H 2.983 -5.231 6.543 -0.01 -0.02 -0.03 0.28
H 7.085 -1.793 5.725 0.04 0.00 0.01 0.38
H 7.862 1.263 7.808 0.02 -0.02 0.03 0.35
C 3.820 3.955 8.070 0.06 0.08 -0.18 0.39
H 2.723 3.932 9.848 -0.02 0.01 0.04 0.31
H -1.450 0.273 1.891 -0.41 0.31 -0.38 0.44
N 5.749 -3.818 3.728 0.01 0.02 0.27 -0.50
H 2.601 2.458 8.869 -0.01 -0.04 0.00 0.23
H -0.652 0.305 5.042 -0.03 0.00 -0.01 0.28
O 5.351 -1.461 -1.235 -0.39 0.79 1.50 -0.54
H -3.742 -4.426 4.813 -0.04 -0.01 0.00 0.27
C -2.785 -1.024 0.074 -1.29 0.81 0.37 0.18
N -0.026 -2.802 -2.322 0.48 0.36 -0.14 0.03
H 6.288 3.684 4.136 -0.14 0.08 -0.13 0.35
H 4.948 4.165 5.200 0.07 -0.09 -0.27 0.21
H -0.162 1.697 0.286 -0.41 0.35 0.07 0.60
H -1.490 0.546 -0.853 -0.58 0.63 -0.09 -0.17
H -7.959 0.980 -12.286 0.03 -0.03 0.01 0.27
H -1.927 1.983 -4.879 0.00 -0.01 -0.04 0.13
C -7.733 1.694 -7.857 -0.01 0.09 -0.18 0.39
O -3.974 -0.798 0.112 0.91 -0.23 -0.27 -0.64
H 5.046 -1.492 1.986 1.26 -0.13 0.30 0.22
H 1.579 3.022 1.522 -0.11 0.29 0.44 0.44
N -9.956 2.861 -13.821 0.03 -0.03 0.06 -0.36
H -8.246 2.368 -11.226 0.03 -0.01 0.06 0.19
H -0.281 0.417 -7.755 -0.06 0.04 0.01 0.20
O 4.950 0.325 0.097 0.14 -0.06 0.14 -0.38
C -8.168 1.102 -6.602 0.00 -0.03 0.04 -0.79
C -1.986 1.635 -3.850 -0.04 -0.04 -0.05 -0.13
N -0.242 2.883 -2.380 0.03 -0.03 0.13 -0.47
H -4.524 4.066 -7.532 -0.01 0.03 0.02 0.29
H -2.184 -0.825 -1.866 0.14 0.47 -0.82 0.26
C 1.825 2.372 0.700 0.22 -0.01 -0.36 -1.48
H 4.889 2.614 4.339 -0.04 -0.02 -0.01 0.23
H 1.091 0.682 -0.307 -0.02 -0.11 -0.48 -0.09
H -9.431 1.056 -11.302 -0.01 -0.02 0.04 0.25
C -8.720 1.642 -11.880 0.01 0.03 -0.04 -0.61
H -6.849 0.407 -1.814 -0.01 -0.05 0.02 0.26
H 1.806 2.987 -0.185 -0.11 0.30 -0.43 0.37
H -2.423 -5.609 4.736 -0.01 -0.02 -0.01 0.31
N 2.427 0.948 5.169 0.00 -0.06 0.01 -0.43
H 0.730 1.052 2.619 0.10 0.16 0.45 0.44
C -0.584 -1.346 -0.535 -0.29 -1.27 -1.50 -0.13
N 7.993 2.869 5.111 0.23 -0.23 0.24 -0.52
C 6.213 -1.649 5.091 -0.03 0.04 0.06 -0.76
H -0.618 -0.878 -8.914 -0.03 0.00 -0.03 0.29
H -2.132 -5.671 -2.781 0.02 -0.01 0.02 0.31
H -5.350 0.928 -1.029 0.00 -0.09 0.03 0.06
C 0.693 0.392 1.763 -0.47 0.35 0.21 -0.04
N 2.175 -1.549 -7.640 -0.07 0.02 0.00 -0.39
H 1.544 -0.266 1.875 0.36 -0.25 -0.07 0.24
C -2.746 -4.619 4.422 -0.03 -0.02 0.04 -0.85
H 3.420 1.537 1.898 -0.03 -0.16 0.39 -0.03
H -2.989 1.815 -3.471 -0.05 0.03 -0.04 -0.04
C 3.239 1.855 0.878 0.30 -0.05 0.41 -0.43
H -1.781 0.567 -3.824 0.02 -0.05 -0.06 0.06
O -2.196 -1.839 0.970 -0.23 -0.68 0.14 -0.42
H 3.675 -3.442 0.234 0.56 -0.60 -1.30 0.26
H 0.133 -1.138 5.706 0.01 0.12 0.04 0.17
C 4.474 -3.186 0.897 0.03 0.45 0.15 -0.60
H -8.905 0.326 -6.798 -0.02 -0.03 0.00 0.32
C 4.542 4.292 3.150 -0.24 0.07 -0.01 0.20
C 0.800 1.281 0.543 0.20 -0.44 -0.05 -0.23
C -2.680 -4.858 -3.254 0.01 0.02 0.01 -0.30
C 3.273 3.242 9.214 -0.05 -0.02 0.01 -0.82
C -3.162 2.484 -7.531 0.17 0.00 0.02 0.40
C 3.585 0.725 -0.042 -0.32 0.13 -0.19 -0.20
N -2.089 2.092 -7.416 -0.09 0.00 0.04 -0.46
C -4.517 2.988 -7.677 0.05 0.04 -0.03 -0.54
C -3.331 -5.338 -4.464 -0.09 -0.09 -0.16 0.15
H 5.352 -1.404 5.712 -0.05 0.04 -0.01 0.25
C 5.211 3.653 4.271 -0.05 0.10 -0.08 -0.29
H -5.161 2.527 -6.934 -0.01 0.01 0.06 -0.03
H 2.959 -0.137 0.164 -0.22 -0.34 0.14 0.10
H 6.509 2.412 7.833 -0.04 0.02 0.01 0.16
H 4.079 2.794 9.790 0.00 -0.02 0.04 0.28
H 4.311 -4.133 6.132 -0.01 -0.08 -0.06 -0.03
H -4.895 2.759 -8.669 -0.05 -0.01 -0.02 0.29
C -0.603 -0.393 1.889 1.04 -0.13 -0.18 -0.76
C 1.395 0.511 5.425 0.12 0.07 0.04 0.41
H -8.612 1.867 -5.970 0.00 0.02 0.03 0.27
H -2.774 -4.573 3.338 -0.01 0.00 -0.09 0.24
C 7.575 2.342 6.042 0.22 0.10 -0.11 0.43
H -3.427 -4.482 -2.559 0.01 0.02 0.05 0.25
N -7.389 2.168 -8.845 -0.07 -0.08 0.10 -0.40
C 5.948 -2.866 4.338 0.05 -0.09 -0.16 0.27
C -5.786 1.885 -2.839 0.05 0.20 -0.29 0.44
H -0.142 -2.344 1.327 -0.38 -0.96 -0.18 0.62
C 2.856 -3.315 7.382 -0.02 0.23 0.06 0.35
N 3.982 4.797 2.283 0.05 0.00 -0.01 -0.52
H 4.224 -4.852 7.748 0.01 -0.03 0.03 0.27
H 3.920 2.669 0.706 0.37 0.37 -0.08 0.58
N 2.278 -2.389 7.737 -0.05 0.00 -0.01 -0.39
C 4.862 -1.917 1.015 -0.22 0.62 -0.14 0.08
C -6.217 1.265 -1.594 0.07 0.00 0.03 -0.58
H 3.382 1.010 -1.070 0.16 0.02 -0.40 0.25
C 5.050 -1.016 -0.136 -0.32 -0.65 -1.89 0.39
C -1.769 -0.488 -0.937 0.34 -1.05 1.15 -0.12
O -0.883 -2.645 -1.195 -0.07 -0.20 0.53 -0.21
N 4.251 4.512 7.164 -0.06 0.00 0.38 -0.46
C 1.104 -1.155 -7.760 0.16 -0.10 0.01 0.28
C -0.256 -0.657 -7.912 0.06 0.01 0.00 -0.55
O -0.557 -2.483 -3.307 0.03 -0.10 -0.02 -0.21
C 3.637 -4.452 6.925 0.07 -0.09 -0.04 -0.50
N -1.086 -2.833 5.334 -0.20 -0.36 -0.13 -0.45
H 6.401 -0.826 4.404 0.01 0.05 -0.02 0.40
H -6.779 1.978 -0.996 -0.02 0.05 -0.01 0.29
H 0.401 -1.111 -0.894 0.37 0.70 0.27 1.04
C -0.785 -1.577 0.929 0.09 1.39 0.67 -0.35
N -5.445 2.376 -3.823 -0.13 -0.21 0.20 -0.44
N -3.847 -5.716 -5.417 0.02 0.05 0.06 -0.36
H -0.198 0.245 6.756 0.00 0.01 0.03 0.38
H -1.987 -4.056 -3.499 -0.21 -0.17 -0.02 -0.03
H -0.907 -1.138 -7.185 -0.04 0.00 0.01 0.21
H 4.951 -3.907 1.521 -0.86 -0.50 1.07 0.33
C -9.410 2.323 -12.965 -0.10 0.06 -0.15 0.27
C -1.014 2.336 -3.028 0.10 0.04 0.02 0.48
C -1.820 -3.619 4.932 0.12 0.12 0.04 0.38
```
Positions in Å, forces in eV/Å.

The calculation puts the highest occupied orbital energy at -0.3472 Ha.


This record from OMol25 describes a molecular structure, C22H25F5NO2SmTe at a distorted geometry. The level of theory is ωB97M-V with the def2-TZVPD basis set.

Structure (XYZ):
```
57
Properties=species:S:1:pos:R:3:forces:R:3:mulliken_charge:R:1
C -1.587 -1.968 0.515 0.46 -0.29 0.72 -0.44
C 3.492 0.790 -3.778 -0.20 0.00 0.08 -0.51
H -1.720 -1.980 3.865 0.17 0.00 -0.29 0.64
F 1.377 1.544 5.107 -1.05 -0.49 0.61 -0.43
C 1.957 1.421 2.075 0.13 -0.23 -0.32 -1.07
C -3.527 -1.634 -1.012 -0.13 0.00 -0.06 -1.83
H 2.314 -0.815 -4.645 0.07 0.28 0.17 0.40
C -1.299 -2.253 -1.968 -0.04 -0.10 -0.18 -1.88
H 0.462 -2.776 0.149 -0.16 0.17 0.31 0.53
C 2.230 2.538 -2.674 0.00 -0.35 -0.14 -0.25
C -0.205 -2.495 2.282 -0.63 0.10 0.12 -0.90
C 3.456 2.006 -3.081 -0.29 0.01 -0.04 -0.60
C -0.295 -2.460 0.864 -0.76 0.11 -0.15 -0.63
H -0.211 -2.097 -1.983 -0.24 0.03 0.07 0.24
H -1.874 0.485 0.155 -0.22 -0.41 -1.21 -0.01
H -1.974 2.020 -3.469 -0.07 0.02 0.23 0.32
F -1.127 2.205 5.931 0.67 -1.22 -0.04 -0.42
H -0.197 2.379 -1.257 0.01 0.03 -0.35 -0.06
N -1.415 1.548 -2.766 -0.75 0.36 -0.26 0.01
H -1.485 -3.329 -1.834 0.06 0.29 -0.03 0.42
H 4.378 2.545 -2.854 -0.27 -0.21 -0.12 0.39
H 2.485 -1.747 1.105 -0.18 0.31 0.07 0.54
C 2.301 0.118 -4.078 -0.05 0.34 0.17 -0.59
H 0.648 -2.849 2.855 -0.25 0.14 -0.09 0.49
C 1.042 1.837 -2.922 0.41 -0.16 -0.16 0.60
H -1.704 -1.970 -2.949 0.16 0.01 0.19 0.45
H 2.545 -0.308 3.383 -0.20 0.11 -0.22 0.52
H 1.507 2.398 0.108 0.11 -0.24 0.19 0.50
F 0.282 0.236 7.143 -0.63 0.51 -1.49 -0.40
H -0.452 0.064 -0.982 -0.30 -0.06 0.30 -0.82
C -2.218 1.005 -1.769 -0.63 0.43 0.89 -0.72
H -4.082 -0.930 -0.378 0.13 -0.24 -0.19 0.36
C -2.304 -1.709 1.728 0.59 -0.17 -0.13 -0.86
Sm -0.350 0.087 1.633 1.68 -1.17 0.74 1.05
H -3.829 -1.464 -2.051 0.02 0.11 0.18 0.43
C 2.226 -0.694 1.203 0.09 0.63 -0.08 -1.32
H 1.946 2.260 2.767 -0.09 -0.31 -0.18 0.43
C 1.884 0.177 0.132 0.18 0.21 0.31 0.00
C -2.010 -1.482 -0.852 -0.11 0.26 0.04 2.99
F -1.825 -0.433 5.647 1.02 0.80 0.29 -0.42
H 2.177 3.498 -2.154 0.14 -0.29 -0.07 0.38
C -0.254 2.362 -2.359 -0.05 -0.19 0.00 -0.68
C -1.549 0.020 -0.826 -0.31 0.53 -0.32 1.50
C 1.073 0.644 -3.649 0.37 0.05 0.01 -0.32
H 0.130 0.147 -3.884 0.41 0.08 0.13 0.42
H 4.452 0.372 -4.085 -0.30 0.12 0.06 0.38
H -0.411 3.407 -2.679 -0.03 -0.38 0.16 0.62
C 1.713 1.492 0.676 0.26 -0.34 0.16 -0.27
O -3.373 1.321 -1.521 0.76 -0.28 -1.11 -0.63
C 2.264 0.066 2.404 -0.02 0.35 -0.55 -0.22
Te -0.266 0.617 5.361 0.22 -0.40 -1.33 2.12
H -3.814 -2.662 -0.750 0.10 0.26 -0.01 0.41
F 0.660 -0.986 4.856 -0.59 0.98 0.75 -0.46
C -1.446 -2.038 2.815 0.04 -0.48 -0.45 -0.65
O -0.743 0.893 3.583 0.03 0.39 2.29 -0.79
H -3.328 -1.342 1.790 0.34 -0.07 0.08 0.42
H 1.871 -0.083 -0.925 -0.07 0.05 0.25 0.62
```
Positions in Å, forces in eV/Å.

The spin multiplicity is 6. The calculation puts the highest occupied orbital energy (spin up / spin down) at -0.3127 / -0.3114 Ha. The calculation puts the energy above the lowest of the compared OMol25 structures with the same formula, charge and spin at 0.000 eV.


This record from OMol25 describes C4H10N2O in the gas phase at a distorted geometry. The level of theory is ωB97M-V with the def2-TZVPD basis set.

Structure (XYZ):
```
17
Properties=species:S:1:pos:R:3:forces:R:3:mulliken_charge:R:1
N 1.843 0.214 1.331 -0.55 0.51 -0.07 -0.40
C 0.074 0.272 -1.639 0.84 1.14 1.05 -0.36
O 0.021 -1.026 1.693 -1.25 0.26 0.26 -0.56
C -1.182 1.073 -1.260 -0.98 0.13 0.54 -0.48
H 0.025 -1.670 -0.688 -0.10 0.13 0.10 0.28
H -0.849 2.045 -0.890 0.02 0.08 0.29 0.25
H 0.902 1.003 -1.613 -0.45 0.02 -1.00 0.21
H -0.109 -0.128 -2.628 0.59 -0.42 -0.03 0.32
H 1.634 -1.107 -0.808 0.15 0.37 -0.82 0.50
C 0.616 -0.749 -0.642 -0.78 -1.54 1.00 -0.91
N -2.147 0.423 -0.287 1.87 0.10 -2.32 -0.65
H 1.805 0.579 2.266 -0.16 -0.38 0.24 0.23
H -2.722 1.181 0.048 0.12 -0.31 0.89 0.24
H -1.484 -0.017 0.337 -1.10 0.17 1.20 0.31
H -1.740 1.310 -2.161 0.00 -0.08 -0.27 0.38
H 2.722 0.410 0.884 -0.44 -0.07 -0.75 0.18
C 0.707 -0.472 0.875 2.21 -0.12 -0.32 0.47
```
Positions in Å, forces in eV/Å.

The calculation puts the highest occupied orbital energy at -0.3338 Ha. Its SMILES is NCCCC(N)=O. The calculation puts the energy above the lowest of the compared OMol25 structures with the same formula, charge and spin at 1.632 eV.


This record from OMol25 describes a molecular structure, C2F3NO3SSr at a distorted geometry. The level of theory is ωB97M-V with the def2-TZVPD basis set.

Structure (XYZ):
```
11
Properties=species:S:1:pos:R:3:forces:R:3:mulliken_charge:R:1
O 1.138 2.439 0.246 -0.50 -1.15 0.62 -0.60
C -0.655 -1.870 -0.552 -0.50 -0.09 0.28 0.71
O -0.722 3.306 -0.722 -0.28 -2.15 1.23 -0.23
O -1.011 0.571 0.460 1.04 -1.53 0.76 -0.65
F -1.869 -1.682 -1.028 0.01 0.03 0.02 -0.19
C 0.020 2.625 -0.146 0.55 2.94 -1.79 0.70
N 1.093 -0.862 1.233 -0.54 0.48 -0.14 -0.84
Sr 2.697 0.919 1.190 -0.44 -0.68 0.12 1.95
F 0.235 -1.556 -1.473 0.34 0.17 -0.27 -0.22
S -0.424 -0.764 0.981 0.20 2.16 -0.90 0.55
F -0.504 -3.126 -0.188 0.13 -0.19 0.07 -0.19
```
Positions in Å, forces in eV/Å.

The spin multiplicity is 2. The calculation puts the highest occupied orbital energy (spin up / spin down) at -0.4615 / -0.4937 Ha. Its total charge is +1.


This record from OMol25 describes a molecular structure, C9H15N2ReS4SbSe4Si. The level of theory is ωB97M-V with the def2-TZVPD basis set.

Structure (XYZ):
```
37
Properties=species:S:1:pos:R:3:forces:R:3:mulliken_charge:R:1
C 3.304 -0.237 -1.008 0.04 0.01 0.05 -0.95
H 0.549 -1.637 -3.566 0.00 -0.01 -0.03 0.34
N -0.465 0.466 1.224 -0.02 0.22 -0.29 0.28
S -0.599 2.186 -4.243 0.05 -0.19 -0.02 0.06
H 1.044 -3.547 -0.915 0.03 -0.01 0.00 0.39
S -0.832 3.734 -3.013 0.00 0.07 0.18 -0.07
H 1.271 -1.530 3.929 -0.01 0.01 0.00 0.44
C 1.038 -1.275 1.825 0.07 -0.13 0.03 -0.34
Si 1.802 -1.239 -1.449 0.20 -0.19 -0.01 -0.01
Sb -5.990 1.825 1.432 0.05 -0.01 0.32 0.51
H -1.660 2.201 3.796 0.01 0.00 -0.01 0.45
C 0.400 -0.513 0.863 -0.02 0.11 0.11 0.43
C 0.776 -0.963 3.151 0.12 -0.13 -0.03 -0.58
H -1.491 2.732 2.111 0.00 0.03 -0.02 0.26
H -0.283 0.297 4.538 0.00 0.01 -0.01 0.43
C 2.008 -3.036 -0.979 -0.04 -0.01 0.05 -1.18
Se -3.571 0.894 -3.090 -0.01 -0.02 0.04 0.06
Se -3.312 1.674 -0.862 0.10 0.06 -0.26 0.07
H 2.539 -3.185 -0.037 -0.02 0.00 -0.04 0.41
C -0.725 0.779 2.498 -0.04 -0.14 0.04 0.63
Re -0.873 0.928 -0.816 -0.11 -0.31 0.41 0.21
C 1.480 -1.149 -3.274 -0.10 0.14 -0.03 -0.99
Se -4.271 0.054 0.511 -0.03 -0.10 0.04 -0.17
C -0.094 0.058 3.502 -0.13 0.13 -0.08 -0.71
N 0.461 -0.512 -0.527 -0.05 0.02 -0.09 0.29
H -2.713 1.528 2.551 0.01 0.00 0.01 -0.03
S -1.369 0.560 -3.118 -0.10 0.10 0.01 -0.11
Se -5.640 1.657 3.721 -0.10 -0.02 -0.30 -0.29
H 3.176 0.805 -1.310 0.01 0.00 0.00 0.30
H 1.485 -0.124 -3.654 -0.05 -0.03 0.01 0.23
H 2.295 -1.677 -3.775 0.01 0.00 0.02 0.36
H 1.721 -2.067 1.558 -0.04 0.04 0.00 0.25
H 2.594 -3.537 -1.753 -0.01 0.01 0.00 0.36
H 3.497 -0.254 0.067 0.02 0.00 -0.02 0.36
C -1.699 1.879 2.757 0.06 0.02 0.07 -1.08
H 4.192 -0.625 -1.513 0.00 0.00 0.02 0.38
S -0.044 2.850 -1.133 0.12 0.30 -0.20 0.02
```
Positions in Å, forces in eV/Å.

The calculation puts the highest occupied orbital energy at -0.4120 Ha. Its total charge is +1. The calculation puts the energy above the lowest of the compared OMol25 structures with the same formula, charge and spin at 0.823 eV.